(1)
Molecular formula: C51H54N13O4PPbS
Method: DFT, ωB97M-V/def2-TZVPD

- total energy (eV) = -106700.839
- F_max (Eh/bohr) = 0.031
- HOMO-LUMO gap (hartree) = 0.2190

The geometry in XYZ format:
```
125
Properties=species:S:1:pos:R:3:mulliken_charge:R:1
C 0.12 -2.78 -1.83 0.533
C -3.95 2.35 0.69 -0.698
C -3.09 -0.56 -3.38 -0.824
H 1.92 2.71 -6.29 0.299
N 3.67 1.54 -2.45 0.716
N 5.02 -0.52 1.07 -0.077
H 5.83 -1.11 1.04 0.397
C 4.11 -0.70 2.06 -0.412
C -4.09 -1.10 -7.60 -0.464
Pb -0.07 0.00 0.15 1.949
N 1.88 0.54 -4.31 0.184
C 7.98 -2.52 5.08 -0.477
C 0.83 5.03 0.08 -0.795
O -0.54 1.90 -1.21 1.031
H 0.82 3.67 2.24 0.283
H 3.64 -1.94 -1.45 -0.291
C -3.57 -0.79 -6.35 -0.617
C -0.04 5.33 -2.12 -0.792
C 0.82 1.51 -4.08 0.622
H 3.43 1.00 -5.71 0.130
H -0.38 2.59 -5.55 0.421
H 5.85 -3.02 -4.84 0.433
C 1.97 -4.24 -0.58 -0.735
H 6.74 -3.96 6.07 0.379
C -3.14 -1.83 -5.52 0.509
H 1.21 2.48 -3.72 -0.021
H -2.48 1.38 1.96 0.286
H 0.13 1.14 -3.31 -1.167
H 4.66 -0.16 0.20 -0.238
H -1.06 -3.10 -4.32 0.632
H 3.21 1.55 -0.40 -0.600
O -0.80 -0.58 2.36 -1.045
N -4.45 2.45 -0.54 -0.663
C 6.88 -1.09 3.49 -0.228
C -0.67 -2.03 6.19 -0.793
C -3.03 0.64 -1.16 0.153
H 4.68 -3.23 4.92 0.433
N 4.45 -1.35 3.19 0.066
C 0.21 1.69 -5.46 -0.439
H 1.00 6.85 -1.02 0.413
C 1.03 -3.58 -2.53 0.104
H 2.61 2.97 -1.28 -0.504
C 3.45 2.26 -1.20 1.158
N -1.52 -1.08 -1.69 -0.016
C -0.19 -0.27 4.61 0.030
N -4.22 -2.34 -8.05 -0.615
C 5.68 -2.27 -4.07 -0.831
H 8.88 -2.82 5.59 0.383
N -2.50 0.61 0.06 -0.028
C 5.67 -1.72 3.76 0.307
C -2.56 -1.56 -4.20 0.825
H 5.27 1.74 -3.79 0.231
S 2.55 -0.13 1.95 -0.038
C -3.83 -3.33 -7.26 -0.446
H 0.53 -2.02 7.98 0.402
H 4.70 3.83 -0.32 0.434
H 1.27 1.48 -7.38 0.459
H -1.24 -2.90 6.48 0.408
H -0.39 0.82 -5.72 0.163
C 0.74 0.28 5.50 0.196
N 3.79 -1.03 -3.32 0.472
P 2.75 0.21 -2.91 -1.423
C 0.39 3.70 0.13 0.795
H -3.97 -4.32 -7.66 0.384
C -3.99 1.61 -1.45 -0.067
C -0.89 -1.42 4.98 -0.461
H 3.65 -1.49 3.80 0.136
H -4.40 1.75 -2.45 0.406
C 1.47 1.72 -6.33 -0.917
H 2.67 -4.90 -0.08 0.424
H 1.07 1.72 4.33 0.512
H -0.24 5.96 -2.97 0.451
C -0.33 0.22 3.22 1.046
H -3.94 0.01 -3.71 0.724
C 4.63 -1.24 -4.49 -0.209
H 4.01 -1.61 -5.31 0.272
C 4.77 3.00 -1.03 -0.773
C -2.53 -0.35 -2.12 0.102
H 6.62 -1.77 -3.86 0.328
H -4.43 -0.33 -8.27 0.377
C 2.39 0.69 -5.67 -0.258
H 8.95 -0.98 3.96 0.376
C 1.18 -3.34 0.12 -0.274
H 4.38 -3.65 -3.01 0.333
C 6.78 -3.16 5.35 -0.546
N 1.92 -4.33 -1.90 -0.599
H 4.53 4.41 -2.65 0.324
C 5.05 3.47 -2.46 -0.851
H 3.88 2.79 -4.16 0.031
C 8.02 -1.49 4.16 -0.671
H -3.48 0.24 -6.05 0.441
C 1.00 -0.38 6.70 -0.709
H 1.07 -3.60 -3.61 0.291
C -1.48 -2.31 -3.72 -0.841
C -2.95 1.44 0.98 0.049
H 6.92 -0.25 2.81 0.483
H 6.12 3.63 -2.64 0.431
H 5.14 -1.01 -1.68 -0.073
H -1.01 3.62 -2.96 0.431
N 0.11 1.45 2.99 -1.284
O 1.89 -0.22 -1.80 0.843
H 5.89 -3.29 -2.15 0.402
C -0.21 3.14 -1.04 0.165
O 1.39 1.42 5.23 -0.684
H -3.02 -3.97 -5.38 0.481
N 0.11 1.84 1.68 0.861
C -0.47 4.03 -2.11 -0.711
H -1.60 -1.82 4.27 0.457
C 4.41 -1.67 -2.17 -0.017
C 5.63 -2.75 4.70 -0.444
C 0.48 3.05 1.41 -1.520
C 0.65 5.83 -1.02 -1.007
C 4.48 2.35 -3.34 -0.016
C 0.31 -1.53 7.05 -0.437
H 1.75 0.03 7.36 0.441
H -4.35 3.03 1.43 0.453
N 0.24 -2.65 -0.51 -0.282
H 5.12 -0.32 -4.84 0.094
H 5.54 2.31 -0.69 0.269
C 5.11 -2.87 -2.79 -0.715
H 2.31 -0.28 -6.18 0.328
H 1.32 5.44 0.96 0.426
H 1.28 -3.17 1.18 0.611
C -0.98 -2.03 -2.45 -0.298
C -3.30 -3.13 -5.99 -0.482
```

=====

(2)
Molecular formula: C51H55N4OP2PdS
Method: DFT, ωB97M-V/def2-TZVPD

- total energy (eV) = -94681.699
- relative energy (zero: lowest compared OMol25 entry of this formula, charge and spin) (kJ/mol) = 121.4
- F_max (Eh/bohr) = 0.041
- HOMO-LUMO gap (hartree) = 0.1818
- net charge = -1

The geometry in XYZ format:
```
115
Properties=species:S:1:pos:R:3:mulliken_charge:R:1
C 2.69 2.29 -0.09 0.355
C -0.59 5.05 0.58 -0.708
H -2.14 0.93 -3.50 0.241
C -5.13 -1.86 0.93 -1.539
H 1.70 -4.29 5.06 0.418
C -1.26 2.86 -0.15 -0.293
H 2.10 -0.51 -2.71 -0.027
C 1.84 -4.06 1.70 -0.912
N -1.44 1.49 0.09 0.943
P 2.22 0.55 0.25 1.010
C -6.24 1.56 -1.34 -1.067
H -2.40 -5.01 -1.09 0.386
H 1.43 -0.22 -4.34 0.513
C 0.60 1.47 4.59 -0.806
C -4.67 2.21 0.38 0.574
C 3.19 4.90 -0.91 -0.716
H 7.46 -1.73 -0.01 0.358
H -0.15 2.19 2.16 -0.802
H -1.49 5.12 -2.67 0.391
H 1.42 2.00 4.11 0.062
C -0.79 1.51 -5.08 -1.228
C 3.40 3.84 -1.79 -0.607
H 2.57 5.48 1.05 0.340
H -7.33 4.31 0.26 0.358
H -3.71 -0.19 1.51 0.449
H -4.38 0.58 -0.97 0.664
C -1.38 -3.17 -0.65 0.631
C -1.30 4.73 -1.68 -0.969
H -4.83 3.76 2.71 0.351
C 6.47 -1.29 0.02 -0.593
H -0.62 6.60 -0.90 0.379
C 5.35 -2.05 -0.29 -0.807
C -1.53 0.19 5.79 -0.803
H 5.47 -3.09 -0.55 0.441
H 3.37 5.91 -1.25 0.335
P 0.44 -0.29 2.30 2.439
C 1.61 -3.86 4.08 -0.782
H -3.11 2.86 1.46 0.244
N 1.97 0.47 1.95 0.789
N -2.88 -0.19 0.93 0.991
H -1.51 3.07 2.82 0.591
C -0.81 5.56 -0.69 -1.034
C -2.67 -1.46 0.33 0.469
H 3.75 4.03 -2.79 0.420
H 0.33 -2.16 -2.25 0.316
Pd 0.15 -0.37 -0.24 -0.387
H -4.57 -4.21 -0.25 0.289
C 5.06 0.61 0.41 -0.230
H -1.36 -0.44 -4.28 0.576
H 3.22 -2.05 -0.52 0.206
C 4.10 -1.47 -0.25 0.012
H 2.67 0.09 3.87 0.675
C 1.01 -2.01 2.67 0.153
H -5.05 -1.74 2.02 0.326
C 0.07 1.97 5.76 -0.495
C -7.07 2.60 -0.98 -0.721
H 2.30 -5.63 3.09 0.383
C -5.50 3.30 0.71 1.213
H -8.02 2.74 -1.49 0.390
S 0.03 0.61 -2.55 0.517
H -5.48 -0.92 0.50 0.249
C 0.11 0.29 4.01 0.909
C -3.81 -2.29 0.34 1.359
C -6.69 3.47 0.02 -0.805
H -0.44 -3.60 -1.00 0.387
H 0.07 3.84 2.82 0.765
C 1.36 -2.77 1.56 0.586
H -1.46 -1.16 4.13 0.543
C 6.32 0.04 0.36 -0.739
C 1.20 -0.58 -3.34 -0.221
C 3.93 -0.14 0.11 0.036
H -0.21 -2.11 -3.94 0.264
H 1.19 -2.32 0.57 -0.069
C -3.70 -3.56 -0.21 -0.887
C -5.04 1.37 -0.67 -0.768
C 2.47 3.35 0.78 -0.075
O 0.74 1.89 -2.70 -0.657
H 3.32 1.72 -2.05 0.244
H 1.40 -2.73 -3.57 0.514
H 4.96 1.65 0.69 0.393
C 1.16 -2.56 3.93 -0.858
C -1.52 3.39 -1.41 -0.423
C 3.07 0.37 2.89 -1.360
H 3.60 1.32 2.98 0.195
H -6.50 0.90 -2.16 0.440
C -0.59 3.18 2.25 -1.261
H -5.89 -2.62 0.74 0.398
H 0.91 -1.98 4.81 0.345
C -1.22 0.59 -3.97 -0.775
H 2.11 -4.64 0.83 0.488
C 0.65 -1.99 -3.29 -1.779
C 2.73 4.65 0.37 -0.461
H -1.39 1.71 7.31 0.379
C -0.98 1.33 6.38 -0.646
N -3.50 2.01 1.10 -0.029
C 3.15 2.55 -1.37 -0.415
C -5.08 4.27 1.78 -1.501
H -2.37 -0.31 6.26 0.405
C -0.81 3.72 0.87 0.863
C -2.48 -4.01 -0.69 -1.208
H 7.20 0.64 0.59 0.419
H 3.80 -0.40 2.61 0.223
H -0.22 5.71 1.36 0.486
H -1.63 2.00 -5.56 0.385
H -1.90 2.74 -2.19 0.293
C -1.01 -0.30 4.62 -0.984
H -0.21 0.99 -5.84 0.338
H -5.88 4.98 1.98 0.409
C -2.51 1.08 0.64 -0.961
H 0.49 2.87 6.19 0.407
H 2.11 3.16 1.78 0.073
C -1.43 -1.85 -0.19 -1.203
H -4.20 4.83 1.46 0.215
C 1.95 -4.62 2.97 -0.832
H -0.15 2.28 -4.63 0.237
```

=====

(3)
Molecular formula: C51H56N5O10
Method: DFT, ωB97M-V/def2-TZVPD

- total energy (eV) = -81699.193
- relative energy (zero: lowest compared OMol25 entry of this formula, charge and spin) (kJ/mol) = 170.0
- F_max (Eh/bohr) = 0.250
- HOMO-LUMO gap (hartree) = 0.2588
- net charge = +1

The geometry in XYZ format:
```
122
Properties=species:S:1:pos:R:3:mulliken_charge:R:1
O 33.49 43.21 34.61 -0.540
H 39.71 31.90 38.69 0.382
C 34.63 33.59 36.83 -0.385
H 35.86 41.62 39.14 0.384
C 35.23 32.88 31.23 0.193
H 39.99 43.14 38.13 0.422
H 35.35 33.27 37.38 1.167
H 36.44 28.15 39.05 0.306
C 34.26 40.69 39.95 -0.389
C 36.61 30.37 36.82 -1.078
H 35.67 38.97 33.85 -0.568
H 33.21 33.21 31.28 0.759
H 38.53 46.48 35.38 0.331
C 36.88 30.01 38.14 -0.197
C 32.23 33.29 40.48 -0.925
H 31.02 41.39 38.70 0.228
C 35.56 36.05 37.33 -1.254
C 29.85 37.60 36.25 -0.757
C 31.92 31.04 39.66 -1.559
H 29.16 37.36 36.94 0.536
C 35.47 40.08 33.57 0.225
H 36.01 31.25 39.83 0.375
C 38.37 31.95 36.96 0.435
C 32.14 41.16 38.99 -0.315
H 37.71 34.93 32.52 0.326
N 30.16 38.85 36.29 -0.619
H 39.71 45.33 37.05 0.168
H 29.65 32.00 39.60 0.276
N 31.29 32.53 35.35 -0.417
H 36.22 38.62 31.74 0.260
C 39.55 43.10 37.15 -0.395
O 38.02 45.71 34.97 -0.562
C 35.72 38.52 37.45 -0.536
H 33.82 30.06 39.22 0.412
C 34.24 32.14 39.93 0.314
H 31.32 33.04 33.25 0.357
C 32.78 41.72 37.87 -0.335
H 30.29 35.58 35.63 0.420
H 33.16 35.40 32.49 0.484
C 34.17 42.25 33.86 -0.074
H 35.91 31.10 31.26 0.306
H 33.77 44.15 34.68 0.308
H 32.40 36.36 34.36 0.214
H 32.26 40.18 40.72 0.491
C 31.73 31.80 36.35 -0.082
C 37.96 43.35 34.83 -0.788
C 37.42 31.33 36.22 -0.861
H 39.08 40.03 36.44 0.280
C 35.35 35.50 32.46 0.188
C 31.69 37.09 34.83 0.504
C 34.70 41.39 31.63 -0.542
C 31.11 39.33 35.55 -0.766
C 37.95 30.59 38.87 -0.271
H 32.39 35.17 37.26 0.716
C 38.34 44.49 35.48 1.045
C 34.11 33.61 31.45 -0.567
H 34.92 40.49 40.74 0.583
H 38.20 41.21 34.74 0.034
H 37.07 32.81 31.81 0.809
H 35.96 30.06 36.20 1.241
C 33.61 33.34 40.42 -0.545
N 34.90 37.24 37.25 0.431
C 38.69 31.59 38.27 -0.174
O 39.43 40.75 37.01 -0.584
H 33.85 32.81 37.17 -0.957
C 34.09 35.04 32.05 -0.601
N 34.13 41.91 37.91 -0.371
C 31.68 32.32 34.06 -0.607
H 34.03 33.74 34.80 0.021
H 37.45 43.56 33.89 0.485
H 35.36 32.59 35.25 0.076
C 39.19 42.01 36.49 0.205
H 32.68 38.72 34.14 1.196
C 34.12 42.37 32.48 -0.243
H 32.71 30.97 32.71 0.449
O 36.12 28.97 38.65 -0.528
C 33.43 31.04 39.52 0.108
O 39.21 32.86 36.34 -0.581
C 39.12 44.45 36.61 -0.752
O 35.48 36.65 33.16 -0.232
C 33.57 37.15 37.35 -1.378
H 37.22 31.36 35.19 0.584
C 32.48 31.28 33.76 -0.213
C 32.54 30.71 36.07 0.079
C 32.89 40.62 40.03 -0.618
H 32.88 30.10 37.01 0.090
H 33.51 43.21 32.00 0.309
O 35.63 32.16 39.88 -0.563
H 31.23 40.38 35.54 0.673
H 32.93 37.77 37.68 1.211
H 39.29 33.67 36.82 0.320
H 33.51 29.40 34.58 0.360
O 35.23 31.56 30.85 -0.533
H 36.31 36.49 33.60 0.285
H 35.14 39.42 37.30 -0.232
H 34.71 41.55 30.46 0.261
H 34.20 34.20 40.64 0.545
N 34.55 35.07 37.22 0.870
H 36.36 38.60 38.28 0.529
C 31.43 32.24 40.12 0.731
H 31.63 31.93 37.42 0.434
H 31.32 30.30 39.47 0.765
C 36.66 34.71 32.25 -0.741
H 35.79 34.26 34.90 -0.050
C 34.83 41.36 38.92 -0.367
H 32.30 42.21 37.14 0.737
H 36.54 38.71 36.61 0.227
H 31.83 34.10 40.90 0.650
C 30.65 36.66 35.53 -0.366
C 35.34 40.20 32.20 0.727
C 34.93 33.56 35.37 -0.065
O 36.01 39.44 31.36 -0.565
C 34.84 41.12 34.49 -0.405
H 36.44 35.82 37.44 1.185
H 34.87 41.07 35.48 0.894
H 38.18 30.21 39.83 0.520
C 31.98 38.44 34.77 -1.007
C 36.41 33.42 31.77 -0.775
C 33.27 35.75 37.16 -0.787
C 32.92 30.40 34.80 -0.389
C 38.41 42.20 35.29 0.098
O 30.10 32.40 40.16 -0.524
```

=====

(4)
Molecular formula: C51H57N7O5P3RuSe2
Method: DFT, ωB97M-V/def2-TZVPD

- total energy (eV) = -235624.329
- relative energy (zero: lowest compared OMol25 entry of this formula, charge and spin) (kJ/mol) = 155.4
- F_max (Eh/bohr) = 0.054
- HOMO-LUMO gap (spin up / spin down) (hartree) = 0.2082 / 0.2548
- multiplicity = 2

The geometry in XYZ format:
```
126
Properties=species:S:1:pos:R:3:mulliken_spin:R:1
H 1.74 -4.05 -2.99 -0.005
C -1.65 0.67 -2.08 -0.001
O 3.53 1.03 0.79 0.009
H -2.70 -4.72 -2.17 0.000
C -2.11 -4.83 -4.24 0.001
C -6.04 -2.24 -1.09 0.000
C -4.15 0.58 -3.94 0.000
C 2.01 -3.85 -1.96 -0.111
C 4.84 -0.66 4.94 -0.001
C 1.18 -1.79 3.80 -0.009
C 3.12 4.54 3.86 0.000
H -4.57 -3.24 -2.27 0.000
H 3.38 2.75 -0.89 0.000
O 1.89 -2.15 4.75 -0.001
H 5.75 1.43 -2.16 0.001
O 3.06 2.56 2.55 0.000
H -2.52 -5.82 -4.39 0.000
H 0.51 3.06 2.16 0.000
H -7.19 1.46 -5.13 0.000
P -1.91 -2.18 -1.17 0.015
C 2.22 3.39 3.42 0.001
H 5.43 -0.41 1.56 0.004
C -0.04 -0.93 4.03 0.004
C -6.39 -0.53 -5.16 0.000
C 2.20 -2.56 -1.58 0.308
C -6.29 -1.35 -0.06 0.000
H -0.59 -1.32 -3.70 -0.001
H 5.84 -1.04 5.18 0.000
H -5.21 2.44 -4.07 0.000
H -2.36 4.32 -3.77 0.000
C -4.61 4.99 -1.31 0.000
H 0.36 4.47 3.24 0.000
H 2.07 1.97 -1.77 -0.004
H -5.14 5.81 -0.86 0.000
H 1.19 3.22 5.32 0.000
C -4.17 -0.77 -4.26 0.001
C -1.02 -2.30 -3.85 0.020
P -2.62 1.43 -3.40 -0.001
H 0.39 -0.70 6.09 0.000
H -7.31 -1.13 0.23 0.000
C -5.29 -1.33 -4.86 0.000
C -3.71 5.22 -2.35 0.000
H -3.53 6.23 -2.69 0.000
H 2.60 2.16 5.16 0.000
H 1.11 1.77 4.30 0.001
C 3.64 -0.11 -2.78 0.019
H -3.31 -1.39 -4.05 -0.001
H 6.43 1.36 4.27 0.000
H 2.01 -1.73 -2.24 -0.009
C -0.92 -2.92 -5.08 0.004
C -4.83 3.69 -0.87 0.000
H -5.30 -2.38 -5.12 0.000
C 5.47 1.46 3.77 0.001
H 2.59 -0.18 -3.06 -0.003
C 3.28 0.09 -0.22 0.075
H 2.27 -5.30 1.08 -0.007
H 5.62 1.94 2.80 0.000
C 5.34 0.90 -1.30 0.021
P 2.73 1.07 2.17 -0.003
H 5.49 -1.79 2.66 0.000
N 2.76 -0.99 0.23 -0.047
H -2.50 0.34 2.31 0.000
N -0.08 1.14 -0.65 -0.010
O 1.29 0.76 2.09 0.010
H 1.97 -5.92 -1.33 0.036
H 5.55 1.49 -0.41 -0.001
H -1.38 -4.66 -6.25 0.000
N -0.41 -0.13 -0.49 -0.021
C 3.15 2.07 -1.71 0.026
H 3.42 -2.25 2.36 0.007
C -3.06 4.16 -2.95 0.000
C -3.68 -1.90 -0.84 -0.004
C 1.04 3.90 2.60 -0.001
C -0.28 -0.43 5.30 0.002
C -6.36 0.83 -4.87 0.000
H 4.08 -1.11 -2.69 -0.006
H 3.57 5.02 2.99 0.000
C -4.74 -2.53 -1.48 -0.001
H 6.74 -0.55 2.74 0.000
H 2.59 -3.76 2.78 -0.003
C -5.23 -0.76 0.61 0.000
C -1.35 -0.48 -1.35 -0.001
C 2.54 -2.86 2.16 0.002
H 4.82 2.09 4.37 0.000
C 1.75 2.59 4.63 0.000
C -1.73 -2.92 -2.82 -0.018
H 5.84 -0.06 -1.21 -0.001
Se -1.44 1.85 -5.10 0.000
H 4.53 0.02 5.73 0.000
C -3.31 2.87 -2.52 0.001
N 2.55 -2.23 -0.27 0.055
C 2.48 -3.25 0.71 0.232
C -2.17 0.73 4.40 0.000
H -3.09 -0.59 0.74 -0.010
H 1.39 4.54 1.80 0.000
N -0.84 -0.66 2.99 -0.008
C -3.93 -1.03 0.22 0.009
C 3.83 0.70 -1.51 0.051
O 3.46 0.12 3.18 0.011
C -2.23 -4.21 -3.00 0.005
C 5.68 -0.73 2.57 -0.005
H -6.87 -2.71 -1.61 0.000
H 2.53 5.28 4.41 0.000
C -1.36 0.42 5.48 -0.001
Ru 0.38 -1.13 1.07 0.055
H -1.58 0.83 6.46 0.000
C -4.18 2.63 -1.47 0.000
H -7.26 -0.96 -5.64 0.000
C 2.30 -4.54 0.31 -0.092
C 4.87 0.07 3.60 0.002
H 3.51 2.52 -2.64 0.001
H -0.42 -2.40 -5.90 0.000
H -5.53 3.50 -0.06 0.000
N 1.36 -2.08 2.52 -0.008
C -1.87 0.15 3.17 0.003
C -1.47 -4.17 -5.28 0.000
H 4.16 0.40 -3.59 -0.001
H 3.92 4.18 4.51 0.000
H -4.37 1.61 -1.14 0.000
C 2.12 -4.89 -1.04 0.401
Se -0.87 -3.07 0.57 0.005
C -5.24 1.38 -4.27 0.000
H -5.42 -0.08 1.43 0.000
H 4.13 -1.48 4.90 -0.001
H -3.02 1.39 4.50 0.000
N -0.82 1.64 -1.62 0.001
```